DFT (wB97M-V/def2-TZVPD) results for one molecule with the formula C12H24N2O4.

XYZ file:
```
42
Properties=species:S:1:pos:R:3:nbo_charge:R:1
O -2.385 -1.561 0.663 -0.6463
O 1.963 0.807 -4.459 -0.5312
O -0.022 0.781 2.625 -0.5565
O 1.044 -2.246 0.628 -0.6351
N -0.954 -1.910 2.406 -0.5735
N -0.404 -1.861 -1.090 -0.5845
C -1.489 -0.279 4.171 -0.4231
C 0.650 -0.481 -2.818 -0.4335
C -0.002 2.970 1.518 -0.6388
C 1.687 -0.474 -3.947 -0.0546
C -1.861 -1.593 3.479 -0.2242
C 0.181 1.455 1.396 0.1089
C -0.069 -2.002 0.197 0.5892
C -1.275 -1.795 1.117 0.5819
C 0.938 1.362 -5.246 -0.2507
C 0.538 -1.866 -2.180 -0.2251
C -1.320 0.865 3.170 -0.0685
C 1.601 1.117 0.952 -0.6292
H 1.500 -2.170 -1.760 0.2283
H -2.076 0.788 2.374 0.1753
H 1.359 -1.144 -4.757 0.1564
H 0.271 3.447 0.580 0.2141
H 1.353 2.262 -5.696 0.1960
H 0.629 0.669 -6.038 0.1629
H 0.035 -1.998 2.608 0.4286
H 0.227 -2.601 -2.929 0.1947
H -0.544 1.069 0.656 0.1568
H -1.456 1.828 3.683 0.1723
H 1.731 0.040 0.894 0.2359
H 0.060 1.634 -4.649 0.1632
H 2.309 1.508 1.678 0.2101
H -1.860 -2.411 4.208 0.2004
H 1.808 1.559 -0.019 0.2041
H -2.267 -0.028 4.892 0.2144
H -0.542 -0.393 4.702 0.2129
H -1.377 -1.640 -1.266 0.4251
H -1.034 3.225 1.746 0.2080
H 2.645 -0.834 -3.562 0.1892
H 0.639 3.355 2.308 0.2107
H 0.952 0.244 -2.060 0.2141
H -2.855 -1.515 3.031 0.2250
H -0.327 -0.185 -3.206 0.1961
```

SMILES	COCCCNC(=O)C(=O)NCCCOC(C)C
M	260.33	g mol⁻¹
spin multiplicity	1
relative energy (zero: lowest compared OMol25 entry of this formula, charge and spin)	136.8	kJ/mol
HOMO	-9.3304	eV
electronic energy	-882.13680	hartree
net charge	0
HOMO-LUMO gap	10.1	eV

DFT (wB97M-V/def2-TZVPD) results for C4H10NOS as an isolated structure at a distorted geometry.

XYZ file:
```
17
Properties=species:S:1:pos:R:3:nbo_charge:R:1
S -1.413 1.283 -0.138 0.2047
O -1.356 -1.121 -0.757 -0.6924
N 1.636 0.942 -0.323 -0.4886
C 0.792 1.091 0.678 -0.0023
C -1.700 -0.439 0.295 0.1710
C 2.043 -0.292 -0.967 -0.4176
C -2.366 -0.814 1.348 -0.4918
H 3.129 -0.231 -1.035 0.2263
H -2.607 -0.079 2.169 0.2415
H -1.405 -2.112 -0.631 0.5132
H 0.857 2.096 1.102 0.2396
H 1.798 -0.404 -1.946 0.2219
H -2.520 -1.847 1.590 0.2316
H 1.694 -1.123 -0.445 0.2145
H 0.711 0.332 1.369 0.2248
H -1.435 1.009 -1.422 0.1709
H 2.142 1.708 -0.887 0.4329
```

M	120.20	g mol⁻¹
spin multiplicity	1
relative energy (zero: lowest compared OMol25 entry of this formula, charge and spin)	327.5	kJ/mol
HOMO	-13.0266	eV
electronic energy	-686.24627	hartree
net charge	+1
HOMO-LUMO gap	8.9	eV

DFT (wB97M-V/def2-TZVPD) results for a 2-piece molecular cluster, C2H8S2 overall at a distorted geometry.

XYZ file:
```
12
Properties=species:S:1:pos:R:3:nbo_charge:R:1
S -1.639 -1.711 -2.225 -0.2908
S -0.881 1.182 1.639 -0.0422
C 0.908 0.985 1.432 -0.5095
C 1.265 0.062 0.266 -0.6149
H 2.320 -0.185 0.216 0.2182
H 1.280 0.611 2.385 0.2127
H -1.293 0.682 0.509 0.1063
H -2.133 -2.190 -3.371 0.1466
H 0.616 -0.813 0.317 0.2114
H 0.978 0.560 -0.665 0.2095
H -2.786 -1.148 -1.827 0.1445
H 1.364 1.968 1.322 0.2082
```

SMILES	CCS.S
M	96.22	g mol⁻¹
spin multiplicity	1
relative energy (zero: lowest compared OMol25 entry of this formula, charge and spin)	27.2	kJ/mol
HOMO	-8.9916	eV
electronic energy	-877.34838	hartree
net charge	0
HOMO-LUMO gap	9.7	eV

DFT (wB97M-V/def2-TZVPD) results for a 2-piece molecular cluster, C5H14 overall at a distorted geometry.

XYZ file:
```
19
Properties=species:S:1:pos:R:3:nbo_charge:R:1
C 0.493 -0.413 2.012 -0.6108
C 0.686 1.509 -1.985 -0.6258
C -0.603 -1.314 1.544 -0.4129
C -0.076 -1.968 0.269 -0.6019
C -0.624 2.104 -1.711 -0.6155
H -0.845 -2.090 2.304 0.2014
H 1.063 0.086 1.260 0.2044
H -1.210 2.011 -2.547 0.2033
H 1.538 1.970 -2.688 0.2154
H 1.221 -1.023 2.670 0.2053
H 1.011 -2.372 0.436 0.1996
H 1.264 1.236 -0.972 0.1934
H 0.080 -1.154 -0.435 0.1983
H -1.556 -0.758 1.322 0.1970
H 0.133 0.447 2.663 0.2084
H -0.717 3.148 -1.368 0.2156
H -1.168 1.349 -0.973 0.2006
H -0.738 -2.786 -0.168 0.2112
H 0.667 0.424 -2.279 0.2131
```

SMILES	CCC.CC
M	74.17	g mol⁻¹
spin multiplicity	1
relative energy (zero: lowest compared OMol25 entry of this formula, charge and spin)	131.9	kJ/mol
HOMO	-11.0977	eV
electronic energy	-198.83893	hartree
net charge	0
HOMO-LUMO gap	12.2	eV